Formula: C26H46GdOP2
Source: the Open Molecules 2025 dataset
Level of theory: wB97M-V/def2-TZVPD

XYZ file:
```
76
Properties=species:S:1:pos:R:3:forces:R:3
H 1.835 5.443 2.854 -0.07 -0.38 0.17
H -1.803 -3.348 -2.002 0.28 -0.23 -0.04
C -0.420 4.210 -2.076 -0.35 0.01 -0.41
H -2.078 -4.311 0.168 0.10 -0.17 -0.13
C 1.087 -1.134 2.419 -0.05 0.00 0.10
H -3.793 1.998 0.557 -0.02 -0.29 -0.27
C -1.530 2.422 2.879 0.03 -2.99 -0.16
H 1.152 -5.875 -3.506 -0.11 0.03 0.28
C 1.640 3.211 -0.866 -0.09 0.74 0.75
H 0.249 -6.591 -2.189 0.14 0.35 -0.31
H 3.246 2.103 1.898 0.13 0.11 -0.13
H 2.841 1.658 -1.707 0.01 0.17 -0.22
H -2.618 -0.697 0.941 -0.03 -0.11 -0.04
H -2.799 -1.346 -0.691 0.05 -0.31 0.25
H -1.379 5.126 1.731 0.16 0.15 0.05
P 0.711 -0.698 0.667 0.02 0.23 0.10
H 3.696 1.792 0.218 0.10 0.23 0.18
C 0.619 -5.272 0.544 0.22 -0.09 0.36
H -0.561 -2.169 -0.733 0.01 0.06 0.17
C -1.675 -5.007 -0.586 0.12 -0.19 0.39
C 0.435 3.970 -0.884 0.63 0.36 0.85
C 2.201 2.486 -2.035 0.08 -0.31 -0.34
H 2.129 -0.927 -1.248 0.03 -0.27 0.13
H -1.787 2.796 5.018 -0.03 -0.12 -0.74
C 1.339 4.114 1.249 -0.39 0.12 -1.37
H 3.041 -0.836 0.255 -0.17 -0.29 -0.06
H -3.593 2.715 -1.028 0.13 -0.44 -0.02
C -2.108 -0.822 -0.021 -0.80 0.41 0.21
H 2.608 -4.647 0.348 -0.40 -0.03 -0.05
H -0.583 6.469 0.875 -0.25 -0.24 -0.02
C -1.956 0.594 -2.499 0.08 0.07 -0.12
H 1.381 2.053 -2.623 0.27 0.02 -0.08
C 2.011 -5.492 -1.577 -0.15 0.15 -0.47
H 2.251 -2.408 -0.217 0.10 0.32 -0.01
H 2.267 3.721 3.137 -0.04 0.35 -0.08
C 3.419 2.586 0.924 0.37 -0.24 0.16
H -1.985 4.153 3.841 -0.39 -0.68 0.61
H 4.278 3.267 1.043 -0.20 -0.26 -0.05
H -0.212 5.184 -2.556 -0.08 -0.38 0.16
C 2.203 3.299 0.447 -0.88 0.57 -0.42
C 0.774 -5.678 -2.491 0.46 -0.38 -0.19
H 2.566 -6.448 -1.585 -0.12 0.34 0.20
C 1.727 -5.056 -0.166 0.31 -0.47 0.33
C -0.815 -1.625 0.182 0.52 -0.44 -0.01
O -1.395 1.238 2.518 -0.93 2.70 1.62
H -4.448 1.140 -0.895 0.10 0.26 0.19
H -0.258 3.422 -2.820 -0.06 0.24 -0.01
C 0.235 4.540 0.415 1.30 -0.57 -0.25
H 2.695 -4.761 -2.035 -0.18 -0.12 0.06
H -2.732 -0.133 -2.770 0.19 0.25 -0.24
H -0.958 0.220 -2.756 -0.25 -0.08 -0.06
C 2.172 -1.313 -0.222 -0.10 -0.11 -0.27
C -0.908 5.421 0.786 -0.24 0.21 0.11
C -2.210 3.074 4.028 -0.04 1.47 0.05
P -2.013 0.896 -0.717 0.28 -0.33 -0.53
H -1.701 5.354 0.031 0.20 0.20 0.10
C -0.643 -5.949 0.080 -0.52 -0.22 0.07
H -3.315 2.973 4.084 0.62 -0.32 -0.33
H 1.899 -0.480 2.787 -0.20 -0.31 -0.29
Gd -0.007 2.015 0.790 0.71 0.71 0.73
H 1.409 -2.187 2.503 -0.25 0.39 0.12
C 1.519 4.398 2.700 0.11 0.06 0.32
H -0.437 -6.780 -0.603 -0.03 0.24 0.44
H -2.534 -5.628 -0.897 0.21 0.28 -0.02
H 2.782 3.147 -2.702 -0.14 -0.29 0.23
H 0.596 4.229 3.274 0.05 0.23 -0.06
H -2.088 1.557 -3.007 -0.10 -0.33 -0.06
H -0.964 -2.380 0.965 -0.16 0.00 -0.30
H 0.630 -5.038 1.619 0.06 0.20 -0.48
H -1.134 -6.400 0.955 0.15 0.12 -0.22
C -3.620 1.747 -0.501 -0.27 -0.20 0.22
H 0.001 -3.866 -3.453 -0.04 0.01 0.48
H 0.218 -0.916 3.064 0.27 -0.33 -0.31
C -0.148 -4.495 -2.565 -0.38 0.18 -0.21
H -1.486 4.187 -1.811 0.15 0.11 -0.14
C -1.168 -4.208 -1.750 -0.21 -0.14 -0.62
```
Forces are in eV/Å.

Output
Multiplicity: 8
Molar mass, g mol⁻¹: 593.851
Total charge: +1
Frontier orbital gap (spin up / spin down), eV: 5.403 / 5.521

Table of Löwdin atomic charges, one value per atom, all in e:
1 H 0.101
2 H 0.093
3 C -0.045
4 H 0.098
5 C -0.259
6 H 0.038
7 C -0.225
8 H 0.114
9 C -0.333
10 H 0.097
11 H 0.071
12 H 0.064
13 H 0.077
14 H 0.078
15 H 0.054
16 P 0.780
17 H 0.066
18 C -0.109
19 H 0.050
20 C -0.181
21 C -0.342
22 C -0.039
23 H 0.042
24 H 0.114
25 C -0.344
26 H 0.050
27 H 0.049
28 C -0.393
29 H 0.100
30 H 0.099
31 C -0.255
32 H 0.068
33 C -0.179
34 H 0.025
35 H 0.079
36 C -0.045
37 H 0.080
38 H 0.099
39 H 0.102
40 C -0.340
41 C -0.196
42 H 0.123
43 C -0.134
44 C -0.391
45 O -0.129
46 H 0.058
47 H 0.066
48 C -0.333
49 H 0.109
50 H 0.056
51 H 0.047
52 C -0.247
53 C -0.034
54 C -0.036
55 P 0.752
56 H 0.075
57 C -0.191
58 H 0.108
59 H 0.044
60 Gd 1.187
61 H 0.052
62 C -0.035
63 H 0.097
64 H 0.124
65 H 0.101
66 H 0.060
67 H 0.046
68 H 0.082
69 H 0.104
70 H 0.115
71 C -0.245
72 H 0.108
73 H 0.039
74 C -0.096
75 H 0.063
76 C -0.148